The following is a DFT calculation (ωB97M-V with the def2-TZVPD basis set) of 8 unconnected molecules or ions with the total composition C28H40F32O12 at a distorted geometry.

Last columns: bonded neighbours and bond lengths (Å).
Element x y z (Å)
1 F -1.046 -5.557 -0.904  C2 1.341
2 C -0.999 -5.390 0.426  F1 1.341, F3 1.361, C4 1.499, H15 1.079
3 F -2.167 -5.852 0.951  C2 1.361
4 C 0.220 -6.023 1.025  C2 1.499, F5 1.346, F6 1.395, C7 1.471
5 F 1.231 -5.409 0.383  C4 1.346
6 F 0.355 -7.354 0.627  C4 1.395
7 C 0.393 -5.969 2.485  C4 1.471, O8 1.479, H16 1.081, H17 1.087
8 O 0.570 -4.559 2.896  C7 1.479, C9 1.355
9 C 0.152 -4.271 4.153  O8 1.355, F10 1.357, F11 1.324, C12 1.571
10 F -1.190 -4.078 4.182  C9 1.357
11 F 0.502 -5.208 5.021  C9 1.324
12 C 0.832 -2.930 4.606  C9 1.571, F13 1.404, F14 1.361, H18 1.076
13 F 2.226 -3.090 4.642  C12 1.404
14 F 0.471 -1.999 3.682  C12 1.361
15 H -1.039 -4.337 0.653  C2 1.079
16 H 1.268 -6.537 2.767  C7 1.081
17 H -0.490 -6.360 2.982  C7 1.087
18 H 0.542 -2.636 5.600  C12 1.076
19 F -2.779 2.621 0.624  C20 1.394
20 C -3.753 3.608 0.762  F19 1.394, F21 1.365, C22 1.531, H33 1.110
21 F -3.326 4.390 1.797  C20 1.365
22 C -3.850 4.433 -0.525  C20 1.531, F23 1.383, F24 1.291, C25 1.509
23 F -4.636 5.509 -0.157  C22 1.383
24 F -4.438 3.776 -1.468  C22 1.291
25 C -2.512 4.988 -0.947  C22 1.509, O26 1.415, H34 1.085, H35 1.101
26 O -1.749 3.980 -1.583  C25 1.415, C27 1.401
27 C -0.739 4.457 -2.429  O26 1.401, F28 1.323, F29 1.339, C30 1.558
28 F -1.235 5.075 -3.489  C27 1.323
29 F 0.002 5.384 -1.809  C27 1.339
30 C 0.193 3.265 -2.799  C27 1.558, F31 1.398, F32 1.357, H36 1.095
31 F 1.197 3.769 -3.632  C30 1.398
32 F 0.778 2.874 -1.638  C30 1.357
33 H -4.761 3.205 0.994  C20 1.110
34 H -1.916 5.336 -0.109  C25 1.085
35 H -2.613 5.860 -1.613  C25 1.101
36 H -0.325 2.426 -3.275  C30 1.095
37 F 3.778 6.349 2.320  C38 1.368
38 C 2.855 5.472 2.819  F37 1.368, F39 1.348, C40 1.501, H51 1.104
39 F 2.106 6.085 3.757  C38 1.348
40 C 2.015 4.888 1.721  C38 1.501, F41 1.366, F42 1.348, C43 1.508
41 F 2.861 4.389 0.773  C40 1.366
42 F 1.310 5.803 1.027  C40 1.348
43 C 1.055 3.834 2.212  C40 1.508, O44 1.408, H52 1.096, H53 1.070
44 O 1.661 2.847 3.013  C43 1.408, C45 1.351
45 C 0.899 2.010 3.752  O44 1.351, F46 1.360, F47 1.354, C48 1.510
46 F 0.192 2.700 4.687  C45 1.360
47 F -0.094 1.435 3.035  C45 1.354
48 C 1.819 0.995 4.387  C45 1.510, F49 1.379, F50 1.329, H54 1.085
49 F 3.035 1.534 4.750  C48 1.379
50 F 1.255 0.482 5.475  C48 1.329
51 H 3.376 4.665 3.363  C38 1.104
52 H 0.429 3.444 1.401  C43 1.096
53 H 0.473 4.404 2.905  C43 1.070
54 H 1.991 0.206 3.662  C48 1.085
55 F 1.761 -1.107 1.350  C56 1.367
56 C 3.021 -0.989 0.832  F55 1.367, F57 1.332, C58 1.603, H69 1.103
57 F 3.262 0.321 0.815  C56 1.332
58 C 4.203 -1.794 1.557  C56 1.603, F59 1.370, F60 1.393, C61 1.527
59 F 4.062 -3.136 1.323  C58 1.370
60 F 4.224 -1.556 2.929  C58 1.393
61 C 5.540 -1.255 1.053  C58 1.527, O62 1.427, H70 1.092, H71 1.036
62 O 5.639 -1.538 -0.342  C61 1.427, C63 1.326
63 C 6.870 -1.607 -0.830  O62 1.326, F64 1.354, F65 1.354, C66 1.514
64 F 7.636 -0.619 -0.310  C63 1.354
65 F 7.497 -2.748 -0.460  C63 1.354
66 C 6.790 -1.497 -2.338  C63 1.514, F67 1.364, F68 1.357, H72 1.081
67 F 8.059 -1.737 -2.778  C66 1.364
68 F 5.901 -2.416 -2.790  C66 1.357
69 H 3.008 -1.464 -0.164  C56 1.103
70 H 6.325 -1.769 1.612  C61 1.092
71 H 5.739 -0.244 1.169  C61 1.036
72 H 6.409 -0.543 -2.671  C66 1.081
73 O -5.007 1.239 -0.306  C74 1.434, H77 0.977
74 C -6.085 0.451 -0.827  O73 1.434, C75 1.505, H78 1.070, H79 1.074
75 C -5.979 -1.021 -0.528  C74 1.505, O76 1.441, H80 1.065, H81 1.062
76 O -4.872 -1.546 -1.287  C75 1.441, H82 0.988
77 H -4.181 1.005 -0.773  O73 0.977
78 H -6.939 0.901 -0.363  C74 1.070
79 H -6.128 0.562 -1.894  C74 1.074
80 H -6.892 -1.509 -0.779  C75 1.065
81 H -5.675 -1.039 0.489  C75 1.062
82 H -4.626 -1.022 -2.087  O76 0.988
83 O -0.921 0.188 -4.281  C84 1.358, H87 0.976
84 C -1.978 0.719 -4.948  O83 1.358, C85 1.551, H88 1.115, H89 1.098
85 C -3.109 1.148 -3.978  C84 1.551, O86 1.393, H90 1.097, H91 1.109
86 O -3.398 0.263 -2.942  C85 1.393, H92 0.968
87 H -1.157 -0.673 -3.888  O83 0.976
88 H -1.611 1.587 -5.545  C84 1.115
89 H -2.354 0.090 -5.766  C84 1.098
90 H -4.031 1.358 -4.534  C85 1.097
91 H -2.874 2.131 -3.524  C85 1.109
92 H -2.650 0.258 -2.327  O86 0.968
93 O 1.279 -0.518 -2.303  C94 1.432, H97 0.950
94 C 1.233 -1.486 -3.357  O93 1.432, C95 1.514, H98 1.103, H99 1.080
95 C 0.265 -2.585 -2.973  C94 1.514, O96 1.405, H100 1.120, H101 1.101
96 O -1.050 -2.093 -2.900  C95 1.405, H102 0.999
97 H 0.910 0.279 -2.665  O93 0.950
98 H 0.831 -0.992 -4.258  C94 1.103
99 H 2.256 -1.832 -3.359  C94 1.080
100 H 0.572 -3.004 -1.981  C95 1.120
101 H 0.330 -3.397 -3.713  C95 1.101
102 H -1.550 -2.590 -2.193  O96 0.999
103 O -1.246 0.201 -1.183  C104 1.467, H107 0.949
104 C -1.677 -0.207 0.158  O103 1.467, C105 1.474, H108 1.094, H109 1.076
105 C -1.573 -1.656 0.410  C104 1.474, O106 1.461, H110 1.111, H111 1.109
106 O -2.501 -2.582 -0.234  C105 1.461, H112 0.991
107 H -0.553 -0.404 -1.417  O103 0.949
108 H -1.036 0.319 0.872  C104 1.094
109 H -2.717 0.068 0.192  C104 1.076
110 H -1.758 -1.698 1.505  C105 1.111
111 H -0.579 -2.067 0.140  C105 1.109
112 H -3.302 -2.090 -0.548  O106 0.991

Results
**Energy relative to the best compared isomer or geometry (same formula, charge and spin)**: 0.0 kcal per mole
**2S+1**: 1
**HOMO-LUMO gap**: 10.841 eV
**SMILES**: FC(F)C(F)(F)COC(F)(F)C(F)F.FC(F)C(F)(F)COC(F)(F)C(F)F.FC(F)C(F)(F)COC(F)(F)C(F)F.FC(F)C(F)(F)COC(F)(F)C(F)F.OCCO.OCCO.OCCO.OCCO
**Maximum force**: 3.1 eV/A
**E_tot**: -141213.2083 eV
**LUMO**: 0.54 eV